(1)
The following is a DFT calculation (wB97M-V/def2-TZVPD) of a single C3H6O molecule.

Its max |F| is 3.42 eV/Å. Its spin multiplicity is 1. The SMILES is C[C@H]1CO1.

Geometry as XYZ:
```
10
C3H6O | the OMol25 dataset | wB97M-V/def2-TZVPD
C -1.229 -0.002 -0.256
C 0.019 0.022 0.558
C 1.309 -0.141 -0.061
O 0.902 1.162 0.234
H -0.984 0.675 -1.244
H -2.051 0.427 0.403
H -1.565 -1.079 -0.486
H -0.012 -0.290 1.637
H 1.340 -0.372 -1.183
H 2.271 -0.402 0.398
```

Here are the natural (NBO) charges for atoms 1 to 4, given in e: C -0.646; C 0.028; C -0.110; O -0.499

(2)
The following is a DFT calculation (wB97M-V/def2-TZVPD) of a molecular structure, C3H6O2.

Its max |F| is 4.61 eV/Å. Its spin multiplicity is 1.

Geometry as XYZ:
```
11
C3H6O2 | the OMol25 dataset | wB97M-V/def2-TZVPD
C -1.434 0.315 0.247
C -0.180 -0.541 -0.216
C 1.142 0.264 -0.056
H -2.389 -0.274 -0.416
H -1.416 1.504 -0.187
H -1.693 0.313 1.577
H -0.219 -1.717 0.238
H -0.227 -0.745 -1.498
H 2.921 0.006 0.127
O 2.179 -0.574 0.251
O 1.316 1.448 -0.067
```

Here are the natural (NBO) charges for atoms 1 to 4, given in e: C -0.656; C -0.544; C 0.776; H 0.220

(3)
The following is a DFT calculation (wB97M-V/def2-TZVPD) of a single C3H6O2 molecule.

Its max |F| is 6.74 eV/Å. Its spin multiplicity is 1. The SMILES is CCC(=O)O.

Geometry as XYZ:
```
11
C3H6O2 | the OMol25 dataset | wB97M-V/def2-TZVPD
C -1.226 -0.031 -0.445
C -0.051 -0.514 0.408
C 1.355 -0.132 0.073
O 2.362 -0.728 -0.433
O 1.416 1.262 0.020
H -2.200 -0.280 0.116
H -0.952 1.062 -0.586
H -1.354 -0.295 -1.477
H -0.097 -0.327 1.506
H 0.253 -1.475 0.682
H 0.494 1.459 0.138
```

Here are the natural (NBO) charges for atoms 1 to 4, given in e: C -0.597; C -0.587; C 0.772; O -0.554

(4)
The following is a DFT calculation (wB97M-V/def2-TZVPD) of a single C3H6O2 molecule.

Its max |F| is 0.50 eV/Å. Its spin multiplicity is 1. The SMILES is COCC=O.

Geometry as XYZ:
```
11
C3H6O2 | the OMol25 dataset | wB97M-V/def2-TZVPD
C -1.350 0.741 0.066
O -0.984 -0.614 0.168
C 0.366 -0.976 -0.013
C 1.423 0.103 -0.164
O 2.596 -0.173 -0.082
H -0.737 1.401 0.695
H -1.321 1.119 -0.967
H -2.379 0.801 0.425
H 0.466 -1.598 -0.918
H 0.665 -1.605 0.835
H 1.102 1.138 -0.397
```

Here are the natural (NBO) charges for atoms 1 to 4, given in e: C -0.253; O -0.530; C -0.177; C 0.402

(5)
The following is a DFT calculation (wB97M-V/def2-TZVPD) of a single C3H6O2 molecule.

Its max |F| is 8.79 eV/Å. Its spin multiplicity is 1. The SMILES is O=CCCO.

Geometry as XYZ:
```
11
C3H6O2 | the OMol25 dataset | wB97M-V/def2-TZVPD
O 2.761 -0.429 -0.173
C 1.474 -0.521 0.290
C 0.434 0.447 -0.193
C -1.041 0.293 0.203
O -1.517 -1.035 -0.133
H 1.050 -1.281 1.085
H 0.467 0.776 -1.269
H 0.594 1.459 0.319
H -1.195 0.413 1.322
H -1.707 0.927 -0.324
H -1.319 -1.048 -1.127
```

Here are the natural (NBO) charges for atoms 1 to 4, given in e: O -0.533; C 0.400; C -0.575; C -0.067

(6)
The following is a DFT calculation (wB97M-V/def2-TZVPD) of a single C3H6O2 molecule.

Its max |F| is 2.01 eV/Å. Its spin multiplicity is 1. The SMILES is OC[C@H]1CO1.

Geometry as XYZ:
```
11
C3H6O2 | the OMol25 dataset | wB97M-V/def2-TZVPD
O 0.465 0.077 -1.789
C 1.005 -0.287 -0.519
C 0.063 -0.271 0.813
C -0.956 0.773 0.853
O -1.150 -0.389 0.071
H -0.131 -0.593 -2.159
H 1.319 -1.331 -0.561
H 1.798 0.443 -0.426
H 0.064 -0.913 1.733
H -0.721 1.733 0.402
H -1.755 0.758 1.584
```

Here are the natural (NBO) charges for atoms 1 to 4, given in e: O -0.709; C -0.058; C -0.007; C -0.126

(7)
The following is a DFT calculation (wB97M-V/def2-TZVPD) of a single C3H6O2 molecule.

Its max |F| is 0.50 eV/Å. Its spin multiplicity is 1. The SMILES is O=CCCO.

Geometry as XYZ:
```
11
C3H6O2 | the OMol25 dataset | wB97M-V/def2-TZVPD
O 2.559 0.345 -0.589
C 1.465 0.544 -0.116
C 0.504 -0.589 0.172
C -0.963 -0.190 0.253
O -1.262 0.614 -0.872
H 1.138 1.575 0.119
H 0.715 -1.324 -0.610
H 0.809 -1.056 1.118
H -1.593 -1.094 0.274
H -1.153 0.356 1.192
H -2.178 0.909 -0.801
```

Here are the natural (NBO) charges for atoms 1 to 4, given in e: O -0.520; C 0.449; C -0.540; C -0.060

(8)
The following is a DFT calculation (wB97M-V/def2-TZVPD) of a single C3H6O2 molecule.

Its max |F| is 2.14 eV/Å. Its spin multiplicity is 1. The SMILES is CCC(=O)O.

Geometry as XYZ:
```
11
C3H6O2 | the OMol25 dataset | wB97M-V/def2-TZVPD
C 2.031 0.111 -0.098
C 0.695 -0.686 0.119
C -0.605 0.114 -0.014
O -0.752 1.328 0.061
O -1.625 -0.738 -0.071
H 2.887 -0.529 -0.013
H 2.285 0.757 0.705
H 2.072 0.659 -1.042
H 0.743 -1.437 -0.645
H 0.753 -1.139 1.155
H -2.447 -0.273 -0.116
```

Here are the natural (NBO) charges for atoms 1 to 4, given in e: C -0.604; C -0.513; C 0.789; O -0.596

The records above give, respectively, E_HOMO values of -10.2 -10.7 -10.5 -9.9 -10.2 -10.0 -9.7 -10.5 eV.
The records above give, respectively, energy above the lowest of the compared OMol25 structures with the same formula, charge and spin values of 43.68 64.70 47.88 44.15 63.40 76.69 27.24 5.22 kcal per mole.
The records above give, respectively, gap between HOMO and LUMO values of 11.397 11.477 11.086 10.788 10.298 11.027 10.458 11.319 eV.